P.
Density functional theory data (wB97M-V/def2-TZVPD) for the molecule C13H17N3O3.

```
36
Properties=species:S:1:pos:R:3:lowdin_charge:R:1
C 5.21316 1.88163 -0.16010 -0.117
C 4.95256 0.42955 -0.54464 -0.267
C 3.46594 0.09039 -0.65225 -0.224
C 2.74091 0.13777 0.69127 -0.196
C 1.27912 -0.28214 0.55912 -0.121
C 1.12055 -1.75875 0.34231 -0.443
O 1.99125 -2.59419 0.36165 0.087
N -0.18459 -2.16692 0.11432 0.057
N -1.20766 -1.32871 0.09957 0.055
C -2.40010 -1.73445 -0.09375 -0.068
C -3.49357 -0.78894 -0.10039 -0.140
C -4.80393 -1.21066 -0.33385 -0.026
C -5.84882 -0.30706 -0.34344 -0.071
C -5.61139 1.03987 -0.12083 -0.064
C -4.31919 1.48290 0.11428 0.003
C -3.27650 0.57526 0.12449 -0.109
N -1.93727 1.07593 0.38130 -0.391
O -1.30749 1.47326 -0.57014 0.100
O -1.58384 1.12998 1.53527 0.103
H 4.85118 2.09235 0.84267 0.062
H 6.28003 2.09306 -0.18486 0.066
H 4.71466 2.55418 -0.85508 0.072
H 5.41812 -0.23102 0.18983 0.107
H 5.42374 0.23207 -1.51058 0.102
H 2.98661 0.78538 -1.34654 0.115
H 3.36883 -0.91668 -1.06184 0.107
H 2.77431 1.14950 1.09565 0.109
H 3.24176 -0.53194 1.39281 0.119
H 0.80262 0.24667 -0.26970 0.107
H 0.72174 -0.02252 1.46340 0.117
H -0.33450 -3.17024 -0.02739 0.164
H -2.64343 -2.78805 -0.25939 0.129
H -4.99302 -2.25912 -0.50884 0.113
H -6.85448 -0.65359 -0.52566 0.107
H -6.42668 1.74589 -0.12878 0.107
H -4.12060 2.52932 0.29015 0.127
```

Values from the calculation:
total charge	0
gap between HOMO and LUMO	8.8	eV

Q.
Density functional theory data (wB97M-V/def2-TZVPD) for the molecule C13H17N3O3.

```
36
Properties=species:S:1:pos:R:3:lowdin_charge:R:1
C 2.62080 -5.32711 1.87547 -0.108
C 2.86139 -4.54803 0.67913 -0.087
C 3.07061 -3.91410 -0.31617 -0.059
C 3.29120 -3.13183 -1.51881 -0.211
C 2.06340 -2.28890 -1.87551 -0.199
C 1.74486 -1.27331 -0.78209 -0.117
C 0.48930 -0.48411 -1.10189 -0.448
O -0.18837 -0.66015 -2.08362 0.096
N 0.21422 0.45690 -0.13932 0.146
C -0.83551 1.35633 -0.08288 -0.271
C -1.83867 1.45549 -1.02734 0.085
C -2.80654 2.43589 -0.77638 -0.337
O -3.80153 2.58102 -1.64880 -0.037
C -4.75692 3.58506 -1.35396 -0.070
N -2.76858 3.21991 0.29184 0.213
C -1.75719 3.03474 1.13125 -0.420
O -1.75645 3.84185 2.18807 -0.029
C -0.69192 3.67506 3.10475 -0.079
N -0.79017 2.14448 1.00014 0.181
H 3.10367 -4.85843 2.73302 0.077
H 1.54980 -5.39621 2.06684 0.077
H 3.02115 -6.33314 1.75195 0.078
H 3.51908 -3.81135 -2.34475 0.117
H 4.15793 -2.48050 -1.36717 0.118
H 1.19856 -2.93894 -2.01630 0.123
H 2.23994 -1.76421 -2.81584 0.119
H 1.60073 -1.79568 0.16787 0.121
H 2.57776 -0.57565 -0.65826 0.130
H 0.83870 0.53627 0.65283 0.149
H -1.88411 0.82950 -1.89778 0.107
H -5.48158 3.55295 -2.16462 0.091
H -4.27992 4.56561 -1.30306 0.091
H -5.24148 3.38464 -0.39657 0.091
H -0.85800 4.41082 3.88862 0.090
H -0.69577 2.66595 3.52264 0.088
H 0.26959 3.84918 2.61675 0.088
```

Values from the calculation:
total charge	0
gap between HOMO and LUMO	9.6	eV

Most stable: Q. Least stable: P.

P.
Density functional theory data (wB97M-V/def2-TZVPD) for the molecule C3H8N2O2.

```
15
Properties=species:S:1:pos:R:3:lowdin_charge:R:1
N -0.85096 1.97461 1.04796 0.120
C -0.85998 0.60346 1.32566 -0.514
O -0.43690 0.11415 2.35564 0.068
C -1.07401 -0.13715 0.02098 -0.114
N 0.28655 -0.69720 -0.33951 -0.041
C 0.57170 -0.95128 -1.78433 -0.305
O 1.93637 -0.96142 -2.11128 -0.079
H -0.25644 2.44762 1.76029 0.119
H -0.45928 2.16146 0.13738 0.084
H -1.76182 -0.94131 0.14602 0.109
H -1.27216 0.60389 -0.76597 0.104
H 1.07326 -0.62708 0.28543 0.101
H 0.38226 -1.93322 -2.25544 0.116
H 0.06278 -0.08878 -2.38297 0.131
H 2.36026 -0.87653 -1.21266 0.102
```

Values from the calculation:
total charge	0
gap between HOMO and LUMO	9.7	eV

Q.
Density functional theory data (wB97M-V/def2-TZVPD) for the molecule C3H8N2O2.

```
15
Properties=species:S:1:pos:R:3:lowdin_charge:R:1
N 2.28279 0.70171 -1.00162 0.143
C 0.94579 0.67406 -0.64400 -0.591
O 0.33097 1.69940 -0.36383 0.040
N 0.38397 -0.56822 -0.64029 0.049
C -1.00709 -0.78643 -0.25917 -0.159
C -1.28896 -0.43803 1.20723 -0.270
O -1.61631 0.90814 1.41678 -0.074
H 2.70379 1.59753 -0.79903 0.103
H 2.84397 -0.08341 -0.70232 0.095
H 0.86681 -1.30553 -1.12813 0.134
H -1.20673 -1.84877 -0.43015 0.120
H -1.68628 -0.20515 -0.89595 0.130
H -0.41325 -0.75569 1.80108 0.119
H -2.14754 -1.02499 1.55301 0.114
H -0.99194 1.43537 0.88640 0.046
```

Values from the calculation:
total charge	0
gap between HOMO and LUMO	10.4	eV

Most stable: Q. Least stable: P.

P.
Density functional theory data (wB97M-V/def2-TZVPD) for a 2-piece molecular cluster, C3H8N2O2 overall.

```
15
Properties=species:S:1:pos:R:3:lowdin_charge:R:1
C 1.48642 0.73878 0.01719 -0.003
C 0.03062 0.68183 -0.40627 -0.545
N -0.18985 0.90082 -1.74588 0.150
O -0.87394 1.21620 0.39757 -0.017
H 0.45911 0.51447 -2.41220 0.110
H -1.15404 0.94226 -2.03927 0.117
H 1.85853 1.75452 -0.12879 0.094
H 1.57364 0.48696 1.07244 0.093
H 2.09286 0.04122 -0.56265 0.090
N -1.26645 -0.97955 1.54573 0.066
C -0.64723 -1.67294 0.65551 -0.492
O -0.28096 -2.77934 0.35336 0.039
H -1.65974 -1.50607 2.31748 0.089
H -1.19121 0.42281 1.10773 0.088
H -0.23775 -0.76197 -0.17194 0.120
```

Values from the calculation:
total charge	0
gap between HOMO and LUMO	9.6	eV

Q.
Density functional theory data (wB97M-V/def2-TZVPD) for the molecule C3H8N2O2.

```
15
Properties=species:S:1:pos:R:3:lowdin_charge:R:1
C -2.04060 -0.22045 0.12829 -0.041
C -0.86203 0.71447 0.05488 -0.338
N 0.04354 0.48570 -1.01253 0.090
C 1.11467 0.08194 0.16959 -0.668
N 1.58267 -1.24423 0.06995 0.134
O 2.12942 0.99995 0.15472 0.066
O 0.18994 0.30456 1.16068 -0.014
H -2.76410 0.07763 -0.63073 0.082
H -1.72377 -1.24115 -0.07646 0.078
H -2.50190 -0.17081 1.11178 0.079
H -1.13474 1.75396 0.27066 0.144
H 0.34939 1.33862 -1.46681 0.093
H 1.03992 -1.86520 0.65467 0.092
H 1.59723 -1.58221 -0.88334 0.095
H 2.98038 0.56722 0.29463 0.107
```

Values from the calculation:
total charge	0
gap between HOMO and LUMO	10.4	eV

Most stable: Q. Least stable: P.

P.
Density functional theory data (wB97M-V/def2-TZVPD) for a 2-piece molecular cluster, C3H8N2O2 overall.

```
15
Properties=species:S:1:pos:R:3:lowdin_charge:R:1
C 0.74990 -0.69790 0.47282 -0.198
N -0.34761 0.98615 0.53488 -0.307
N 0.42301 -1.67996 1.38487 0.122
C 0.44110 -0.90577 -0.91063 -0.170
C 0.54071 0.13522 -1.77016 0.054
O -0.29940 2.40081 0.40192 -0.104
O -1.69832 0.57634 0.39506 -0.128
H -0.80093 2.73875 1.16183 0.073
H -2.02096 0.91199 -0.45926 0.070
H 1.66669 -0.16426 0.70000 0.133
H -0.49502 -2.08673 1.26756 0.107
H 0.59961 -1.45273 2.35130 0.105
H -0.18738 -1.75622 -1.14864 0.104
H 1.21807 0.95427 -1.58679 0.075
H 0.21054 0.04006 -2.79478 0.063
```

Values from the calculation:
total charge	0
gap between HOMO and LUMO (alpha / beta)	6.4 / 6.4	eV

Q.
Density functional theory data (wB97M-V/def2-TZVPD) for the molecule C3H8N2O2.

```
15
Properties=species:S:1:pos:R:3:lowdin_charge:R:1
N 2.33695 1.10906 -0.53949 0.143
C 1.00291 0.89364 -0.25631 -0.589
O 0.32248 1.80777 0.19463 0.040
N 0.56460 -0.38512 -0.50671 0.057
C -0.82327 -0.86027 -0.51094 -0.161
C -1.59221 -0.73023 0.80249 -0.280
O -1.85869 0.57912 1.20596 -0.068
H 2.68286 1.94754 -0.09928 0.103
H 3.00190 0.35577 -0.63097 0.095
H 1.16951 -0.90277 -1.12427 0.125
H -0.75423 -1.93486 -0.72299 0.120
H -1.40989 -0.39630 -1.31393 0.126
H -1.08178 -1.29644 1.59679 0.117
H -2.55813 -1.22444 0.63095 0.119
H -1.00299 1.03752 1.27406 0.053
```

Values from the calculation:
total charge	0
gap between HOMO and LUMO	10.3	eV

R.
Density functional theory data (wB97M-V/def2-TZVPD) for C3H8N2O2 as an isolated structure.

```
15
Properties=species:S:1:pos:R:3:lowdin_charge:R:1
C -1.74523 0.37554 -1.06287 -0.057
C -0.83233 0.25415 0.25994 -0.408
C 0.59311 0.61843 0.16170 -0.486
H -2.94424 0.77665 -0.66358 0.152
H -1.73540 -0.45414 -1.79574 0.065
H -1.45072 1.47249 -1.32355 0.089
H -1.19818 1.08338 0.98258 0.152
H -1.15090 -0.74424 2.07922 0.113
H -2.09726 -1.37197 0.59810 0.147
H 2.25173 0.27248 -0.62904 0.183
H 0.87533 -2.01138 0.44295 0.260
N -1.08067 -1.01169 1.02234 -0.034
N 1.55325 -0.31532 -0.07795 -0.064
O 0.93948 1.81015 0.33952 0.022
O 1.06654 -1.46301 -0.64631 -0.134
```

Values from the calculation:
total charge	0
gap between HOMO and LUMO	10.1	eV

Most stable: Q. Least stable: P.

P.
Density functional theory data (wB97M-V/def2-TZVPD) for the molecule C3H8N2O2.

```
15
Properties=species:S:1:pos:R:3:lowdin_charge:R:1
N -1.93156 -1.90226 -0.60642 0.143
C -0.91253 -1.48484 0.18466 -0.566
O -0.67072 -2.00660 1.29598 0.005
N -0.34418 -0.22266 -0.21091 0.004
C 0.42193 0.41134 0.80655 -0.211
C 1.55010 1.33761 0.17773 -0.117
O 0.79058 1.82136 -1.09174 -0.128
H -2.13886 -1.50677 -1.51093 0.102
H -2.26572 -2.82353 -0.31561 0.118
H -1.12605 0.40327 -0.61506 0.168
H -0.20470 0.92296 1.52571 0.121
H 1.12810 -0.33570 1.19699 0.118
H 2.50688 0.77982 -0.06100 0.122
H 1.79462 2.20360 0.73631 0.082
H 1.40210 2.40239 -1.51228 0.040
```

Values from the calculation:
total charge	0
gap between HOMO and LUMO	10.2	eV

Q.
Density functional theory data (wB97M-V/def2-TZVPD) for the molecule C3H8N2O2.

```
15
Properties=species:S:1:pos:R:3:lowdin_charge:R:1
N -1.54335 0.48286 -1.45385 0.140
C -0.80534 -0.03772 -0.36432 -0.675
O -1.65684 -0.80571 0.42436 0.052
N 0.33308 -0.78403 -0.81719 0.048
C 1.20659 -0.82980 0.34300 -0.176
C 1.04192 0.55478 0.98698 -0.184
O -0.26921 0.96064 0.60374 -0.089
H -2.45588 0.81071 -1.16719 0.094
H -1.05471 1.18023 -1.99961 0.091
H -1.55745 -0.36285 1.27822 0.110
H 0.77156 -0.27819 -1.58319 0.123
H 2.23263 -1.07261 0.06391 0.119
H 0.82791 -1.61197 1.00902 0.116
H 1.77122 1.27726 0.59725 0.113
H 1.15789 0.51640 2.07887 0.118
```

Values from the calculation:
total charge	0
gap between HOMO and LUMO	10.6	eV

R.
Density functional theory data (wB97M-V/def2-TZVPD) for the molecule C3H8N2O2.

```
15
Properties=species:S:1:pos:R:3:lowdin_charge:R:1
N 2.32005 1.08727 -0.53740 0.152
C 0.97007 0.86014 -0.40027 -0.600
O 0.17103 1.78765 -0.29137 0.032
N 0.57866 -0.44777 -0.41530 0.059
C -0.83516 -0.80114 -0.50082 -0.166
C -1.54927 -0.76904 0.84711 -0.272
O -1.64329 0.50552 1.42522 -0.064
H 2.59236 2.02604 -0.28768 0.106
H 2.97756 0.36450 -0.28891 0.095
H 1.25969 -1.15466 -0.63791 0.134
H -0.89360 -1.81511 -0.91057 0.122
H -1.33071 -0.12096 -1.20316 0.129
H -1.03227 -1.46587 1.52768 0.114
H -2.56744 -1.15604 0.69711 0.116
H -1.01767 1.09946 0.97627 0.044
```

Values from the calculation:
total charge	0
gap between HOMO and LUMO	10.4	eV

Most stable: R. Least stable: P.

P.
Density functional theory data (wB97M-V/def2-TZVPD) for a 2-piece molecular cluster, C3H8N2O2 overall.

```
15
Properties=species:S:1:pos:R:3:lowdin_charge:R:1
H -3.16243 -1.27550 -0.43393 0.042
N -2.16598 -1.35904 -0.63774 0.108
C -1.44548 -0.47765 -0.08562 -0.520
N -1.84344 0.55444 0.71147 0.127
C 0.10231 -0.69862 -0.15494 -0.087
C 0.54588 0.55386 -0.83215 -0.281
O 0.50934 1.65808 -0.32707 0.020
H -2.82068 0.80474 0.71418 0.101
H -1.18387 1.31413 0.82674 0.079
H 0.29606 -1.59512 -0.73932 0.114
H 0.48689 -0.73641 0.86457 0.120
H 1.02381 0.39591 -1.81135 0.128
O 2.95632 0.05850 0.48461 -0.049
H 2.98614 1.02341 0.41101 0.048
H 3.71511 -0.22074 1.00954 0.048
```

Values from the calculation:
total charge	0
gap between HOMO and LUMO	9.9	eV

Q.
Density functional theory data (wB97M-V/def2-TZVPD) for the molecule C3H8N2O2.

```
15
Properties=species:S:1:pos:R:3:lowdin_charge:R:1
N -2.43050 -0.54677 0.69821 0.004
C -1.29832 -0.24048 -0.15604 -0.218
C 0.01086 -0.01540 0.57362 -0.356
O 0.19702 -0.35802 1.73871 0.070
C 1.18386 0.50100 -0.21300 -0.479
N 1.31608 0.01204 -1.52844 0.094
O 2.33036 0.52587 0.54496 0.017
H -2.24982 -1.41319 1.19368 0.070
H -2.53012 0.17093 1.41092 0.073
H -1.53233 0.64986 -0.74334 0.119
H -1.14518 -1.05574 -0.86643 0.124
H 0.56387 1.54151 -0.13049 0.200
H 2.14272 -0.55992 -1.65200 0.096
H 1.34715 0.71966 -2.25074 0.087
H 2.09433 0.06866 1.38038 0.098
```

Values from the calculation:
total charge	0
gap between HOMO and LUMO	9.8	eV

R.
Density functional theory data (wB97M-V/def2-TZVPD) for the molecule C3H8N2O2.

```
15
Properties=species:S:1:pos:R:3:lowdin_charge:R:1
C 0.97191 1.08067 0.39958 -0.101
C -0.28480 0.92530 -0.38440 -0.196
C -1.58021 0.78786 0.31846 -0.193
N -1.54308 -0.38201 -0.58734 0.008
O -0.87421 -1.42584 0.10100 -0.186
N 0.38168 -1.53952 -0.65144 -0.077
O 1.25953 -2.47016 -0.02383 -0.040
H 1.85810 0.86877 -0.20317 0.072
H 1.06361 2.12076 0.73616 0.088
H 0.97070 0.45757 1.29814 0.078
H -0.27746 1.44220 -1.33625 0.113
H -1.55254 0.58961 1.38953 0.117
H -2.35584 1.47751 -0.00395 0.105
H 0.07169 -2.03844 -1.49090 0.127
H 1.89092 -1.89429 0.43839 0.087
```

Values from the calculation:
total charge	0
gap between HOMO and LUMO	9.7	eV

Most stable: P. Least stable: R.

P.
Density functional theory data (wB97M-V/def2-TZVPD) for the molecule C2HN3O3.

```
9
Properties=species:S:1:pos:R:3:lowdin_charge:R:1
O -1.22104 1.69942 1.13867 0.110
C -0.46269 1.05827 0.43687 -0.579
N 0.87487 1.16572 0.29995 0.155
N 1.60185 0.05729 0.31067 0.200
C 0.89778 -1.17366 -0.17057 -0.322
O 1.60796 -2.21298 -0.04116 0.100
O -0.20679 -0.92079 -1.11857 0.030
N -0.96449 0.12672 -0.50122 0.047
H -2.12744 0.20002 -0.35464 0.259
```

Values from the calculation:
total charge	0
gap between HOMO and LUMO	8.4	eV

Q.
Density functional theory data (wB97M-V/def2-TZVPD) for the molecule C2HN3O3.

```
9
Properties=species:S:1:pos:R:3:lowdin_charge:R:1
O 1.38973 1.38086 -0.05869 0.182
C 1.13274 0.22089 0.02982 -0.484
O 1.81844 -0.89799 0.20585 0.154
C -0.28881 0.06578 -0.05094 -0.284
N -1.04458 -1.00453 -0.19175 0.112
N -2.30198 -0.63010 0.03122 0.015
N -2.34263 0.66799 0.21351 0.068
O -1.11826 1.06566 -0.01371 0.055
H 2.75536 -0.86857 -0.16531 0.182
```

Values from the calculation:
total charge	0
gap between HOMO and LUMO	10.8	eV

R.
Density functional theory data (wB97M-V/def2-TZVPD) for the molecule C2HN3O3.

```
9
Properties=species:S:1:pos:R:3:lowdin_charge:R:1
O -2.40000 0.97463 -0.43454 0.035
N -1.74213 -0.11004 -0.00572 -0.263
O -2.19160 -1.21013 0.34698 0.105
C -0.32502 -0.06970 -0.00305 -0.276
N 0.53248 1.15826 0.14302 0.192
C 1.65871 0.53164 0.07020 -0.092
O 1.57665 -0.93556 -0.24760 -0.042
N 0.20697 -1.15994 -0.42747 0.167
H 2.68394 0.82083 0.55819 0.174
```

Values from the calculation:
total charge	0
gap between HOMO and LUMO	9.9	eV

Most stable: Q. Least stable: R.

P.
Density functional theory data (wB97M-V/def2-TZVPD) for the molecule C2HN3O3.

```
9
Properties=species:S:1:pos:R:3:lowdin_charge:R:1
O 1.96958 0.99420 -1.70261 0.084
C 1.12067 0.25844 -1.06604 -0.341
N 0.54863 -0.98345 -1.39292 0.076
N -0.47287 -1.61375 -0.83557 0.136
N -1.16132 -0.64287 0.11099 0.085
C -0.40250 0.25824 0.65051 -0.476
O -0.91456 0.84136 1.71801 0.112
O 0.88641 0.70122 0.33281 0.126
H -1.57405 0.18661 2.18482 0.198
```

Values from the calculation:
total charge	0
gap between HOMO and LUMO	8.8	eV

Q.
Density functional theory data (wB97M-V/def2-TZVPD) for the molecule C2HN3O3.

```
9
Properties=species:S:1:pos:R:3:lowdin_charge:R:1
O -0.50019 -0.34175 2.05363 0.121
C 0.23023 -0.28445 1.07723 -0.459
O 1.57789 -0.39917 1.16005 0.105
C -0.21783 0.05780 -0.27586 -0.243
N -1.56400 0.15784 -0.66740 0.121
N -1.57107 0.45660 -1.89279 0.084
O -0.22779 0.57871 -2.31785 -0.034
N 0.55150 0.31329 -1.27922 0.143
H 1.72125 -0.53887 2.14221 0.161
```

Values from the calculation:
total charge	0
gap between HOMO and LUMO	11.2	eV

Most stable: Q. Least stable: P.